1.
Molecular formula: C19H28N2O5
Method: DFT, wB97M-V/def2-TZVPD

As for the energy: -1226.582038 a.u. The calculation puts the largest force on an atom at 0.7 eV/Å. As for the orbital gap: 0.3451 Ha. The relative energy (zero: lowest compared OMol25 entry of this formula, charge and spin) comes out at 0.459 eV. As for the structure (SMILES): CCOC(=O)CCCNC(=O)CCNC(=O)c1ccc(OC(C)C)cc1.

XYZ file:
```
54
C19H28N2O5 | the Open Molecules 2025 dataset | wB97M-V/def2-TZVPD
H -2.826 3.985 1.745
H 2.564 -7.274 -0.265
C -0.784 0.374 -0.364
H 0.859 2.310 -1.065
N -1.309 -0.516 0.511
H -1.090 -2.105 -0.768
C -3.221 6.737 0.799
O -1.012 -4.698 0.378
C 2.319 -3.994 -1.274
H 0.762 4.720 -0.463
N 1.040 -4.698 1.321
H -2.273 5.885 2.553
H -1.099 8.418 1.323
H 0.393 -6.525 0.670
O -0.259 0.032 -1.410
H -0.534 7.626 2.794
C 1.329 -6.081 1.017
C -1.928 2.298 0.821
H -4.006 7.220 1.375
H 2.608 -5.874 -2.187
C 2.035 -5.483 -1.344
H -2.717 1.644 1.166
C -0.085 -2.585 1.078
H -3.602 5.800 0.400
H -2.947 7.378 -0.035
H 1.649 -6.591 1.931
C 2.333 -1.654 -3.923
C -1.022 4.524 0.687
H -2.143 8.363 2.752
C -1.996 6.497 1.683
H 3.247 -2.149 -4.243
C -1.236 -1.942 0.302
H 1.512 -1.995 -4.548
H 2.869 -1.674 -1.819
H 3.350 -5.799 0.321
O -0.963 5.850 0.951
C 2.413 -6.214 -0.057
H 1.838 -4.124 1.550
O 2.941 -3.450 -0.391
H 1.131 -1.436 -2.143
C -0.895 1.802 0.036
H 0.869 -2.169 0.748
H -1.610 -0.195 1.417
C 0.069 2.693 -0.437
C -2.000 3.642 1.142
O 1.811 -3.374 -2.326
C 2.034 -1.961 -2.466
H -2.180 -2.406 0.598
C -0.080 -4.093 0.866
C 0.015 4.027 -0.110
H 2.446 -0.581 -4.045
H 0.977 -5.615 -1.574
H -0.194 -2.386 2.148
C -1.405 7.816 2.173
```

2.
Molecular formula: C19H28N2O5S
Method: DFT, wB97M-V/def2-TZVPD

As for the energy: -1624.707265 a.u. The calculation puts the largest force on an atom at 1.2 eV/Å. As for the orbital gap: 0.3392 Ha. The relative energy (zero: lowest compared OMol25 entry of this formula, charge and spin) comes out at 1.239 eV. As for the structure (SMILES): CS(=O)(=O)N1CCC(Oc2ccccc2C(=O)N2CCCC[C@@H]2CO)CC1.

XYZ file:
```
55
C19H28N2O5S | the Open Molecules 2025 dataset | wB97M-V/def2-TZVPD
C -0.063 -2.379 -0.847
H 1.315 -3.758 -1.757
N 0.935 -1.410 -0.435
H 0.024 2.284 -1.571
H 2.712 -3.337 1.684
H -0.812 3.467 -0.547
C 2.246 -3.102 0.727
O -2.826 -0.871 -1.436
H -0.504 0.532 0.181
C 2.197 0.645 -0.709
H -0.475 -2.036 -1.798
S -3.126 -0.258 -0.180
C -1.417 1.923 1.544
H -1.413 1.120 2.279
O -2.460 -0.776 0.988
C 3.437 0.524 -1.331
C -0.417 1.594 0.432
H 1.027 0.420 2.350
C 0.734 -1.493 2.050
C 3.076 2.501 0.549
H -1.906 1.056 -2.046
C 4.488 1.363 -1.013
C 1.125 -0.302 -1.178
H 2.462 -0.979 0.898
H 5.441 1.246 -1.504
H -3.047 3.143 0.761
N -2.967 1.402 -0.324
H 3.565 -0.252 -2.070
H 0.432 -4.197 1.132
H 1.671 -5.131 0.285
C 2.008 1.662 0.228
H 3.028 -3.098 -0.037
H -5.160 -1.446 0.091
C -4.910 -0.393 0.090
H -2.607 2.685 -1.916
H 0.805 -2.361 2.708
C -2.822 2.088 0.941
C 1.200 -4.149 0.358
H -0.878 -2.398 -0.116
C 0.558 -3.765 -0.971
O 0.869 1.887 0.961
H -1.101 2.845 2.033
O 1.152 -0.406 2.841
C 1.637 -1.695 0.804
H 2.909 3.265 1.291
H 5.116 3.012 0.204
O 0.517 -0.072 -2.212
C -2.084 1.893 -1.370
H -5.164 0.056 1.040
H -0.314 -1.373 1.750
C 4.305 2.352 -0.060
C -0.751 2.410 -0.815
H -5.394 0.116 -0.731
H -3.573 1.688 1.621
H -0.216 -4.481 -1.248
```

3.
Molecular formula: C19H28N3O4
Method: DFT, wB97M-V/def2-TZVPD

As for the energy: -1205.848502 a.u. The calculation puts the largest force on an atom at 0.9 eV/Å. As for the orbital gap: 0.3072 Ha. As for the total charge: +1. The relative energy (zero: lowest compared OMol25 entry of this formula, charge and spin) comes out at 0.007 eV. As for the structure (SMILES): CN1CCc2c(n(C[C@H](O)C[NH+](CCO)CCO)c3ccccc23)C1=O.

XYZ file:
```
54
C19H28N3O4 | the Open Molecules 2025 dataset | wB97M-V/def2-TZVPD
H -1.735 -3.201 1.342
H -3.024 1.015 -2.615
H -3.878 -0.047 -1.479
H 0.740 2.179 1.797
H 6.274 1.232 -0.767
O -1.177 -1.101 0.565
C 0.281 1.555 1.019
C -2.160 -0.960 -2.323
H 5.033 3.241 -0.133
O -2.478 -2.094 -1.580
N 0.228 -2.853 0.750
H -2.498 -1.164 -3.341
O -1.001 3.561 0.504
C 2.567 0.994 0.210
H -4.615 1.252 1.747
C -3.230 1.703 0.153
C 3.288 -0.182 -0.131
C 2.383 -1.260 0.022
H -2.769 2.616 0.533
C 5.235 1.139 -0.494
O -2.680 0.770 2.320
C -3.684 0.844 1.340
H -2.712 1.551 2.884
H 2.276 -3.002 -1.197
H 0.601 2.920 -0.623
C 1.175 -0.725 0.414
H -1.136 -4.302 0.082
H 1.501 -4.475 0.596
C 4.635 -0.097 -0.494
C 4.523 2.290 -0.135
C -2.894 0.290 -1.810
H -0.472 1.222 -1.775
C 2.525 -2.729 -0.166
H -1.073 -0.792 -2.352
H 2.670 3.136 0.506
H 3.546 -3.056 0.028
C -0.003 -1.545 0.603
H -1.785 0.199 -0.052
C 1.572 -3.409 0.816
H -0.529 0.991 1.486
C -0.870 -3.764 0.994
C -0.260 2.507 -0.075
H 1.955 -3.289 1.838
H -0.583 -4.480 1.763
H -4.077 1.982 -0.474
N -2.228 0.972 -0.667
C 3.194 2.237 0.219
N 1.273 0.650 0.510
H -2.141 -1.977 -0.671
H 5.184 -0.986 -0.759
H -0.416 4.167 0.970
H -1.557 2.629 -1.766
H -3.869 -0.185 1.021
C -1.128 1.832 -1.151
```

4.
Molecular formula: C19H28N3O6P
Method: DFT, wB97M-V/def2-TZVPD

As for the energy: -1698.004650 a.u. The calculation puts the largest force on an atom at 3.6 eV/Å. As for the orbital gap: 0.3217 Ha. As for the structure (SMILES): CNC(=O)[C@H](Cc1c[nH]c2ccccc12)NC(C)=O.CC(C)=CCOP(=O)(O)O.

XYZ file:
```
57
C19H28N3O6P | the Open Molecules 2025 dataset | wB97M-V/def2-TZVPD
N 1.219 0.895 2.253
O 3.306 2.972 -1.530
H -0.424 -2.038 4.182
H -0.974 -1.021 1.335
C 0.586 1.186 -1.356
O -2.207 -5.520 -2.629
H -1.911 -5.887 1.127
C 0.511 2.159 -4.408
O -0.699 2.279 -4.271
C -0.770 -2.939 2.267
O -1.033 -4.765 -0.450
C -0.794 -4.263 1.864
H 0.654 -3.401 3.828
H -2.116 -2.214 0.721
C 0.992 2.519 -2.005
O -1.922 -7.283 -0.778
H 0.909 -1.842 3.023
H -1.978 2.719 -0.120
H -2.364 -1.502 2.328
H -3.229 3.588 1.844
H 2.264 5.478 1.208
H 2.400 0.143 0.561
H -2.396 3.188 4.147
H 0.287 1.775 -6.491
O -0.032 -6.484 -2.080
H 1.290 0.414 -1.673
C -0.405 1.811 1.047
C -1.609 -1.862 1.623
H 1.658 0.935 -5.729
C 0.147 -2.534 3.392
C 0.557 1.188 0.140
C -0.650 2.092 3.500
C 2.135 3.195 -1.227
H -0.399 0.901 -1.727
H -0.124 -4.960 2.359
P -1.279 -6.015 -1.461
C 0.047 1.606 2.386
H 2.360 2.181 -3.589
H 1.804 0.592 3.017
C -2.310 3.036 1.992
C 2.750 4.662 0.671
H 3.142 3.941 1.391
N 1.794 4.001 -0.212
N 1.373 2.271 -3.399
H -1.612 -4.897 -3.064
C -1.840 2.810 3.299
C -1.694 -4.860 0.818
H -2.652 -4.333 0.777
H 3.582 5.062 0.087
H 0.132 3.188 -1.980
C 1.518 0.656 0.927
C -1.600 2.545 0.878
C 1.098 1.868 -5.770
H 0.813 4.089 0.006
H 1.756 2.684 -6.060
H -0.278 1.915 4.498
H -1.782 -7.923 -1.486
```

5.
Molecular formula: C19H28N4O2S
Method: DFT, wB97M-V/def2-TZVPD

As for the energy: -1508.508428 a.u. The calculation puts the largest force on an atom at 0.8 eV/Å. As for the orbital gap: 0.3050 Ha. The relative energy (zero: lowest compared OMol25 entry of this formula, charge and spin) comes out at 1.762 eV. As for the structure (SMILES): COc1ccc(NC(=O)CN2CCN(C(=S)NC3CCCC3)CC2)cc1.

XYZ file:
```
54
C19H28N4O2S | the Open Molecules 2025 dataset | wB97M-V/def2-TZVPD
H 1.590 1.865 0.998
C 0.227 2.307 -1.177
H 1.253 0.127 1.141
C 4.072 -3.967 3.326
H -3.714 3.442 -2.373
H -8.234 3.975 -1.279
N 3.701 -1.970 0.444
H 3.610 0.542 0.326
O -7.649 2.183 -0.408
C 5.192 -2.943 3.165
H 2.954 1.390 -1.071
H -0.635 0.046 -1.991
H 3.504 -3.829 4.245
C -5.559 1.484 0.374
H 6.051 -2.170 1.295
H 4.229 -3.919 0.141
S 2.466 -3.233 -1.487
H 1.736 0.302 -2.743
C 2.910 -1.870 -0.646
N -2.107 2.097 -0.686
H -1.682 1.516 0.029
H -8.303 2.542 -2.345
H -0.096 -0.961 -0.633
C 3.210 -3.769 2.077
H 6.143 -3.920 1.499
H 6.051 -3.156 3.798
H -6.149 3.504 -2.281
N 2.549 -0.632 -1.077
H 0.578 3.125 -0.540
C 1.464 0.938 0.435
H 0.820 2.329 -2.101
C 0.175 -0.120 -1.280
C 1.465 -0.481 -2.029
H 4.825 -1.943 3.410
H 4.495 -4.971 3.333
H -6.094 0.940 1.136
C -3.504 2.161 -0.678
N 0.310 1.062 -0.435
H -9.474 2.724 -1.015
H 3.806 -1.180 1.060
C -5.615 2.925 -1.545
C 4.164 -3.229 0.985
C 2.749 0.599 -0.341
H 2.430 -3.029 2.268
C -1.224 2.638 -1.556
H 1.337 -1.421 -2.566
C -4.232 2.895 -1.604
H -3.627 0.878 1.038
H 2.723 -4.688 1.761
C 5.522 -3.042 1.678
C -4.185 1.454 0.313
C -8.443 2.901 -1.320
O -1.488 3.334 -2.511
C -6.294 2.221 -0.557
```

6.
Molecular formula: C19H28NO4Ti
Method: DFT, wB97M-V/def2-TZVPD

As for the energy: -1945.692031 a.u. The calculation puts the largest force on an atom at 5.1 eV/Å. As for the orbital gap (spin up / spin down): 0.1488 / 0.1548 Ha. As for the multiplicity: 2. The expectation value of S² is 0.7557.

XYZ file:
```
53
C19H28NO4Ti | the Open Molecules 2025 dataset | wB97M-V/def2-TZVPD
C -2.263 2.594 -1.138
C -2.059 3.219 0.153
C 1.693 3.493 0.351
H -0.013 -1.509 0.850
H 1.040 4.968 -1.206
C -1.084 -1.762 0.849
H 3.556 -1.594 -1.154
H -4.953 1.538 0.642
H 3.097 -0.410 2.435
C -3.500 1.846 -1.085
C -1.494 -2.955 0.015
H 3.880 -3.961 0.495
O 2.507 -1.106 0.572
C 1.415 3.976 -0.962
H -1.567 -1.630 1.820
O -1.784 -0.738 -0.127
O -0.691 1.291 1.607
H 1.978 -1.813 2.447
H 5.132 -2.759 0.096
H -0.069 -1.920 -1.912
C 2.862 -1.370 1.949
H -1.361 -2.605 -2.930
C 2.124 2.140 0.233
H 3.915 -3.120 2.692
C -3.120 2.781 1.028
C -2.028 -1.931 -0.996
C -1.122 -1.811 -2.213
C 4.139 -2.903 0.524
C 3.110 -2.103 -0.284
C 4.054 -2.333 1.958
C 2.161 1.799 -1.149
H -2.267 -3.581 0.482
H 4.978 -1.801 2.190
H -3.992 1.388 -1.942
H -3.742 -1.387 -2.130
H 1.593 4.060 1.275
C 1.720 2.938 -1.899
Ti -2.010 1.030 0.360
H 2.291 -2.756 -0.641
C -4.011 1.925 0.265
H 2.417 1.485 1.049
H -1.250 -0.837 -2.704
H -1.281 3.950 0.377
H -0.637 -3.533 -0.360
N -0.339 1.921 2.885
C -3.514 -2.042 -1.281
H -3.289 3.125 2.044
H 1.640 3.002 -2.991
H 2.459 0.830 -1.554
H -4.120 -1.732 -0.413
H -1.660 2.751 -2.030
H -3.771 -3.085 -1.526
O -0.769 3.036 2.983
```

7.
Molecular formula: C19H29AlN2O
Method: DFT, wB97M-V/def2-TZVPD

As for the energy: -1167.910475 a.u. The calculation puts the largest force on an atom at 2.5 eV/Å. As for the orbital gap (spin up / spin down): 0.2011 / 0.2027 Ha. As for the total charge: +2. The relative energy (zero: lowest compared OMol25 entry of this formula, charge and spin) comes out at 1.406 eV.

XYZ file:
```
52
C19H29AlN2O | the Open Molecules 2025 dataset | wB97M-V/def2-TZVPD
H -2.491 1.569 -1.746
Al 0.444 -1.186 0.102
C 3.121 0.099 -1.738
H 0.236 -1.274 1.646
C -0.372 1.291 -1.819
H 0.766 -3.337 -1.023
C -0.500 3.218 -0.113
C -1.677 1.502 -2.482
C 3.237 -4.089 -0.084
H -1.700 2.431 -3.074
H 1.232 -1.305 -3.471
H 2.863 3.119 0.149
H -4.508 -0.807 0.939
H -0.025 0.757 2.237
H -1.905 0.677 -3.169
C -3.356 0.178 2.515
C 0.582 -0.423 -3.467
H -5.120 0.840 5.264
H -3.418 0.939 5.054
H -1.564 2.995 0.045
H 3.189 -0.898 -2.186
H 1.980 -2.561 -1.921
H 1.939 2.370 1.467
O -5.664 -0.066 3.033
H -0.045 3.430 0.861
H 3.832 0.146 -0.903
N -1.234 -0.064 0.712
C 0.177 2.075 -0.766
C 1.461 -2.508 -0.955
H -2.527 -1.110 -0.564
C -4.544 0.286 3.406
H -1.856 1.112 3.827
H 2.561 -4.940 0.015
H 1.912 -2.898 1.114
N -4.336 0.841 4.647
C -3.540 -0.434 1.255
H -0.445 4.142 -0.710
H 3.263 1.479 0.682
C 1.469 1.594 -0.464
C -2.084 0.654 2.863
C 2.427 2.169 0.501
H 3.645 -4.081 -1.103
C 0.587 0.316 -2.193
H 4.070 -4.234 0.622
C 2.478 -2.789 0.173
H -0.426 -0.746 -3.763
H 3.188 -1.963 0.340
H 3.473 0.820 -2.503
H 0.951 0.273 -4.247
C 1.748 0.488 -1.338
C -2.453 -0.586 0.386
C -1.042 0.489 1.948
```

8.
Molecular formula: C19H29As2BErN6O7P2
Method: DFT, wB97M-V/def2-TZVPD

As for the energy: -7790.880463 a.u. The calculation puts the largest force on an atom at 11.2 eV/Å. As for the orbital gap (spin up / spin down): 0.2447 / 0.2434 Ha. As for the multiplicity: 4. The expectation value of S² is 3.7534. As for the total charge: -1.

XYZ file:
```
67
C19H29As2BErN6O7P2 | the Open Molecules 2025 dataset | wB97M-V/def2-TZVPD
Er -0.486 0.028 -0.058
O -0.587 -1.746 -4.100
H 3.202 0.858 -3.770
H 4.339 -0.557 -2.536
O -1.122 2.268 -4.115
H 2.645 -1.740 -3.498
H -1.076 4.097 3.482
H -1.051 -4.049 3.462
C 3.083 -0.285 -0.785
B -2.871 0.022 1.953
H 4.399 -0.579 2.389
H 0.402 3.237 1.420
H 0.427 -3.167 1.410
H 1.544 1.445 -4.112
C -4.699 0.021 0.136
C -2.187 -2.197 3.065
H 2.521 2.232 -2.812
C 3.095 -0.289 0.670
H 2.576 -1.136 3.910
N -3.410 0.026 0.521
H -5.605 0.026 -1.878
H -2.988 2.249 3.820
H 0.895 -1.570 -3.893
H -3.039 0.043 -2.650
C 1.632 -1.618 -3.066
C 5.478 -0.787 -0.777
C -1.200 -3.142 2.892
H 6.415 -0.989 1.136
H 3.146 0.591 3.818
O -3.281 2.190 -2.863
C -0.441 -2.682 1.834
H 0.688 -1.612 -0.058
N -2.619 0.035 -0.539
H 1.500 0.214 4.432
C 1.632 1.994 1.794
C 5.491 -0.793 0.607
H 0.925 2.438 2.525
O -1.368 -1.478 -1.585
C -1.220 3.192 2.908
H -3.391 2.072 -1.902
C -4.731 0.028 -1.241
P -1.591 -1.311 -3.059
C 4.320 -0.552 1.318
P -1.818 1.503 -3.019
H -3.772 0.017 2.737
C 2.286 1.268 -3.306
H -5.552 0.014 0.803
O -2.314 0.053 -3.456
C 2.277 -0.088 3.700
C -2.200 2.240 3.078
C -0.462 2.744 1.844
N -0.967 1.576 1.400
H 2.664 2.321 2.038
H -2.468 -2.624 -4.311
N -0.953 -1.515 1.395
H 6.391 -0.978 -1.326
H 1.371 2.338 0.772
H 1.402 -2.494 -2.425
O -2.805 -2.318 -3.451
N -2.005 -1.230 2.147
N -2.014 1.279 2.154
O -1.368 1.533 -1.585
C 4.294 -0.541 -1.461
H -2.976 -2.217 3.805
As 1.496 0.028 -1.982
As 1.510 0.028 1.879
C -3.406 0.036 -1.633
```